83
Properties=species:S:1:pos:R:3:forces:R:3:mulliken_charge:R:1 method="wB97M-V/def2-TZVPD" e_homo_ev="-7.16 / -7.16" total_charge=0 orbital_gap_ev="6.2 / 6.2" e_tot_ev=-121692.267 e_above_lowest_kcal_mol=0.0
W -0.106848 -0.379285 -1.302679 -0.936 -0.009 -0.851 0.201
S -2.708083 -3.231194 -4.503114 -0.147 -0.221 0.171 -0.114
S 2.371794 -3.549574 0.893020 0.185 -0.108 0.163 -0.488
S -1.106813 -2.425459 -2.028719 0.029 0.245 0.111 -0.492
S -0.895126 0.507070 -3.359089 0.629 -0.127 0.391 -0.353
S -3.982854 -2.733388 -7.143316 -0.144 0.054 0.151 -0.249
S -2.547506 -0.607520 -5.647497 -0.124 0.267 -0.057 -0.084
P 1.153189 1.699466 -0.610782 -0.072 0.127 -0.149 1.463
N 0.689588 -1.707035 0.264289 0.226 -0.401 0.252 0.791
C 0.339271 -4.459313 2.624084 -0.063 0.100 -0.021 -1.371
C 0.094131 4.518532 -3.361299 0.008 -0.002 -0.004 -0.665
C 1.269386 2.946609 -1.951077 0.013 -0.041 0.061 0.442
C -3.491914 2.047181 1.391939 0.075 0.119 0.084 -0.940
C 4.661020 -1.367098 -2.388690 -0.060 0.042 -0.027 -0.943
C -3.180532 -2.205928 -5.812602 0.383 -0.152 -0.316 0.141
C 5.101385 1.774456 1.773018 0.004 -0.001 0.002 -0.755
C -1.763765 -0.822730 -4.110309 0.041 0.418 -0.035 0.182
C 0.112468 3.652717 -2.279437 -0.054 0.013 0.034 -0.540
C -2.164386 2.551254 1.479195 -0.201 0.098 0.134 1.149
C 2.677844 -1.557318 -1.063356 -0.224 -0.164 0.250 1.676
C -3.955625 -4.412996 2.897333 -0.076 -0.019 -0.040 -1.746
C 4.841757 2.793739 0.869837 -0.043 -0.016 -0.028 -0.809
C -2.766482 0.430812 -0.252487 -0.087 0.059 0.160 -0.347
C -1.171519 1.967088 0.673902 -0.038 -0.208 -0.181 -0.513
C -3.788619 1.036217 0.530377 0.134 -0.156 -0.127 -0.910
C 0.445102 3.583421 1.438241 0.027 0.244 0.145 -0.385
C 0.118727 2.528958 0.635118 0.020 -0.148 -0.028 -0.021
C 0.831453 -3.559428 1.679059 0.020 -0.338 0.228 1.345
C -1.772132 -3.233226 2.603772 -0.051 -0.050 0.137 0.338
C 3.681699 2.773503 0.104810 0.083 -0.031 -0.012 -0.524
C 2.773740 1.722376 0.222790 0.072 0.114 0.096 0.949
C -1.806990 3.641423 2.310844 0.013 -0.070 -0.055 -0.858
C 3.031491 0.721675 1.158363 0.048 0.037 0.077 -0.818
C 0.044014 -2.519953 1.213710 0.055 0.482 -0.243 -1.824
C 2.385730 3.986223 -3.827053 -0.047 -0.016 0.053 -0.980
C -3.199212 -3.101862 3.144114 0.123 -0.019 -0.048 2.215
C 2.403806 3.119794 -2.741015 0.042 -0.066 -0.097 -0.310
C 4.186706 0.741561 1.925265 -0.037 0.026 -0.048 -0.701
C 4.002252 -1.912546 -1.306291 0.096 -0.004 -0.024 -0.789
C -1.450427 0.844663 -0.170449 -0.170 0.037 0.090 0.866
C -1.254984 -2.344371 1.681097 -0.142 0.041 0.026 0.438
C 1.231486 4.688974 -4.138746 -0.009 -0.010 0.034 -0.802
C 2.654161 -0.151592 -2.987556 -0.083 -0.054 0.201 -0.691
C -3.956050 -1.962904 2.462384 -0.034 0.016 -0.001 -2.061
C 1.967970 -0.656708 -1.872821 0.205 0.084 -0.201 0.029
C -1.838319 -2.044153 -3.577713 0.088 -0.232 0.263 0.165
C 3.973650 -0.497806 -3.233964 0.051 0.008 -0.034 -0.769
C 1.901130 -2.151479 0.020162 0.064 0.175 -0.487 0.105
C -0.953373 -4.284824 3.068037 0.002 0.083 -0.031 -0.422
C -3.150689 -2.819794 4.651837 0.054 -0.005 0.046 -1.709
C -0.530780 4.136417 2.300762 0.083 -0.075 -0.096 -0.990
H -4.008665 -2.103063 1.379671 -0.009 -0.015 0.025 0.365
H 1.443883 4.006274 1.416290 -0.035 -0.011 0.000 0.539
H -3.048669 -0.362402 -0.935840 -0.005 -0.041 0.013 0.480
H -2.561392 4.082774 2.952279 0.009 -0.005 -0.016 0.411
H -4.268963 2.501092 1.997007 0.027 0.001 -0.003 0.377
H 5.691372 -1.628429 -2.589306 -0.003 0.008 -0.011 0.415
H 0.948560 -5.273274 2.994880 -0.006 0.016 -0.022 0.409
H -2.649459 -3.622197 5.197269 -0.015 0.015 -0.026 0.368
H -2.616845 -1.889497 4.857709 -0.008 -0.011 -0.017 0.346
H -0.267979 4.967315 2.942505 0.019 -0.004 -0.011 0.414
H -4.977902 -1.925325 2.845959 0.019 -0.002 -0.006 0.491
H 4.474356 -0.097931 -4.107863 -0.004 0.008 0.006 0.452
H 1.215908 5.363491 -4.985204 0.001 -0.009 0.006 0.395
H -3.490294 -5.258266 3.406150 -0.001 0.026 0.002 0.363
H -4.164019 -2.727179 5.049370 0.011 -0.005 -0.015 0.450
H -1.841393 -1.516439 1.306075 0.052 -0.034 -0.011 -0.169
H 3.309951 2.571114 -2.519304 -0.020 -0.023 -0.036 0.626
H -0.815471 5.054108 -3.601087 0.012 -0.004 0.001 0.451
H 4.367768 -0.046306 2.645659 -0.006 0.005 -0.007 0.469
H 5.539741 3.613895 0.760251 -0.004 -0.001 0.000 0.453
H 3.276410 4.109308 -4.429539 0.009 -0.009 0.002 0.430
H -1.346158 -4.982080 3.797179 0.006 0.018 -0.011 0.429
H -0.789349 3.517507 -1.692820 0.013 0.002 -0.002 0.331
H -4.808448 0.683676 0.437945 0.018 -0.025 -0.005 0.457
H 2.137830 0.504202 -3.675614 -0.014 0.023 -0.009 0.676
H -3.998185 -4.644995 1.831095 0.000 0.018 0.014 0.373
H 2.305545 -0.061337 1.316325 -0.069 -0.063 -0.021 0.399
H 6.006624 1.792367 2.366745 -0.011 -0.004 -0.007 0.390
H -4.978796 -4.324415 3.269847 0.014 -0.011 -0.013 0.439
H 3.489439 3.584781 -0.583447 0.003 0.013 0.059 0.597
H 4.516125 -2.610940 -0.654086 -0.030 0.008 -0.001 0.454
H -3.493446 -0.992474 2.656601 -0.007 -0.030 0.004 0.395